# 1
Below is C6H5Cl4N in the gas phase, with properties calculated with ωB97M-V with the def2-TZVPD basis set.

Output
* 2S+1: 1
* gap between HOMO and LUMO (spin up / spin down): 8.586 / 7.973 eV
* HOMO energy (spin up / spin down): -9.66 / -8.57 eV
* energy relative to the best compared isomer or geometry (same formula, charge and spin): 122.75 kJ/mol

Each line ends with the Löwdin charge.
Geometry (Å):
C  0.499  0.160  -1.138  -0.137
C  0.089  0.541  0.099  -0.104
C  0.103  -1.019  -1.901  -0.313
C  -0.925  -0.330  1.005  -0.257
C  -2.150  -0.665  0.420  -0.914
C  -3.097  0.401  -0.053  -1.418
N  -0.919  -1.671  -1.798  0.206
Cl  -2.898  -2.096  0.889  0.740
Cl  -4.225  -0.352  -1.481  0.407
Cl  -4.275  0.879  1.231  0.547
Cl  -2.309  1.863  -0.693  0.651
H  0.951  0.815  -1.818  0.078
H  0.315  1.467  0.530  0.069
H  0.819  -1.244  -2.856  0.159
H  -0.353  -1.260  1.251  0.125
H  -1.046  0.336  1.974  0.160

# 2
Below is a molecular structure, C8H15BClFO9PS, with properties calculated with ωB97M-V with the def2-TZVPD basis set.

Output
* 2S+1: 1
* charge: -1
* gap between HOMO and LUMO: 7.132 eV
* HOMO energy: -5.09 eV

Each line ends with the Löwdin charge.
Geometry (Å):
C  2.793  -1.588  1.272  -0.095
C  2.114  -2.274  -0.005  -0.258
O  1.081  -3.230  0.317  -0.092
C  -0.133  -2.562  0.676  -0.383
O  -0.191  -2.181  1.846  0.091
C  -1.233  -2.514  -0.429  -0.090
C  -2.316  -1.378  -0.420  -0.171
C  -2.203  -0.178  0.590  -0.155
C  -1.339  1.106  0.191  -0.361
P  -0.869  1.784  1.932  0.820
O  0.374  1.090  2.496  -0.438
O  -2.403  2.094  -0.157  -0.278
S  -1.978  3.130  -1.391  0.791
O  -1.168  4.332  -1.050  -0.259
O  -2.931  3.293  -2.529  -0.269
O  -0.826  2.081  -2.035  -0.132
C  -0.290  1.195  -0.984  -0.241
F  -0.001  0.037  -1.799  0.024
B  1.209  1.837  -0.808  -0.532
O  1.657  2.700  0.239  0.077
O  2.155  1.565  -1.854  -0.089
H  3.459  -2.324  1.834  0.075
H  2.061  -1.039  1.939  0.054
H  3.507  -0.789  0.867  0.042
H  2.949  -2.873  -0.510  0.119
H  1.825  -1.475  -0.749  0.069
H  -0.704  -2.509  -1.445  0.131
H  -1.773  -3.527  -0.407  0.134
H  -2.385  -0.927  -1.473  0.129
H  -3.340  -1.870  -0.266  0.118
H  -1.912  -0.472  1.661  0.097
H  -3.275  0.215  0.726  0.134
H  -0.769  3.209  1.835  0.041
H  -2.013  1.444  2.751  0.043
H  2.330  2.217  0.769  0.116
H  2.568  0.584  -1.777  -0.209
Cl  3.971  -0.205  -1.855  -0.053

# 3
Below is 2 unconnected molecules or ions with the total composition C6H17ClN2Si, with properties calculated with ωB97M-V with the def2-TZVPD basis set.

Output
* 2S+1: 1
* gap between HOMO and LUMO: 9.346 eV
* HOMO energy: -8.46 eV
* energy relative to the best compared isomer or geometry (same formula, charge and spin): 362.30 kJ/mol

Each line ends with the Löwdin charge.
Geometry (Å):
C  -4.308  -1.800  0.377  -0.150
C  1.779  2.867  0.357  -0.221
C  2.434  -1.913  0.741  -0.239
C  -3.867  -0.952  -0.819  -0.273
C  2.175  2.270  -0.982  -0.352
C  3.066  -0.639  0.215  -0.363
N  -2.656  0.365  0.725  -0.008
N  -3.103  0.265  -0.398  -0.132
Si  1.753  0.320  -0.967  0.321
Cl  -0.021  -0.224  -0.185  0.421
H  -5.080  -1.365  0.988  0.055
H  -4.627  -2.832  0.051  0.081
H  -3.396  -1.894  0.994  0.054
H  2.304  2.346  1.152  0.038
H  2.150  3.972  0.228  0.096
H  0.655  2.906  0.806  0.109
H  3.019  -2.395  1.503  0.060
H  1.548  -1.477  1.246  0.013
H  2.036  -2.635  0.049  0.058
H  -2.982  -1.551  -1.481  0.166
H  -4.754  -0.557  -1.396  0.106
H  3.245  2.240  -1.026  0.054
H  1.633  2.716  -1.809  0.056
H  4.101  -0.811  -0.169  0.068
H  3.224  0.000  1.109  0.058
H  1.790  -0.399  -2.131  -0.074
H  -2.119  1.175  0.820  -0.003

# 4
Below is a molecular structure, C11H15P, with properties calculated with ωB97M-V with the def2-TZVPD basis set.

Output
* 2S+1: 1
* gap between HOMO and LUMO: 7.144 eV
* HOMO energy: -6.84 eV
* energy relative to the best compared isomer or geometry (same formula, charge and spin): 265.69 kJ/mol

Each line ends with the Löwdin charge.
Geometry (Å):
C  -0.855  1.697  1.962  -0.099
C  -0.334  0.588  2.540  -0.078
C  -0.730  1.795  0.533  -0.083
C  0.342  -0.416  1.709  -0.336
C  -0.479  0.698  -0.186  -0.297
C  -0.446  -0.616  0.437  -0.303
C  -0.199  0.593  -1.683  -0.159
C  1.322  0.531  -1.980  -0.291
C  -1.060  -1.742  0.154  -0.085
C  2.013  -0.145  -0.823  -0.373
C  -1.827  -2.254  -0.992  -0.081
P  1.703  0.405  0.755  0.892
H  -1.276  2.548  2.366  0.078
H  -0.391  0.488  3.649  0.122
H  -0.828  2.799  -0.017  0.154
H  0.676  -1.305  2.119  0.099
H  -0.681  -0.297  -2.077  0.079
H  -0.580  1.472  -2.359  0.140
H  1.502  0.004  -2.930  0.098
H  1.644  1.677  -2.075  0.126
H  -0.875  -2.538  0.885  0.119
H  3.001  -0.667  -0.890  0.043
H  -2.489  -2.922  -0.579  0.051
H  -1.151  -2.499  -1.891  0.128
H  -2.399  -1.515  -1.369  0.030
H  1.608  1.699  1.255  0.019
H  2.788  -0.079  1.487  0.007

# 5
Below is C3H10NP in the gas phase, with properties calculated with ωB97M-V with the def2-TZVPD basis set.

Output
* 2S+1: 1
* gap between HOMO and LUMO: 8.127 eV
* HOMO energy: -7.24 eV
* energy relative to the best compared isomer or geometry (same formula, charge and spin): 367.67 kJ/mol

Each line ends with the Löwdin charge.
Geometry (Å):
C  -2.284  0.750  -0.913  -0.403
C  0.723  -1.274  1.427  -0.315
C  1.578  0.763  -0.276  -0.276
N  -1.676  0.175  0.235  -0.248
P  0.228  -0.466  -0.066  0.841
H  -3.255  0.970  -0.584  0.040
H  -2.403  0.073  -1.797  0.059
H  -1.962  1.644  -1.372  0.025
H  1.772  -1.514  1.282  0.030
H  0.945  -0.639  2.311  0.068
H  0.136  -2.164  1.588  0.041
H  1.735  0.930  -1.287  -0.012
H  1.344  1.852  0.179  0.109
H  2.533  0.454  0.164  0.034
H  0.586  -1.554  -0.891  0.008

# 6
Below is 2 unconnected molecules or ions with the total composition CH4O3, with properties calculated with ωB97M-V with the def2-TZVPD basis set.

Output
* 2S+1: 1
* gap between HOMO and LUMO: 11.555 eV
* HOMO energy: -11.15 eV
* energy relative to the best compared isomer or geometry (same formula, charge and spin): 59.99 kJ/mol

Each line ends with the Löwdin charge.
Geometry (Å):
O  2.661  -0.150  2.463  -0.089
H  2.735  0.328  3.320  0.051
H  1.811  0.163  2.077  0.029
O  -1.533  1.193  -1.072  0.059
O  0.000  0.000  0.000  0.033
C  -1.021  0.095  -0.897  -0.348
H  0.343  -0.926  0.128  0.128
H  -1.197  -0.877  -1.398  0.139

Table of total energy (Eh), in record order: -2126.9715; -2315.4936; -1097.9288; -769.3028; -516.2699; -266.2132
Table of largest force on an atom (eV/Å), in record order: 5.498; 5.497; 4.096; 3.694; 5.080; 3.140